[1]
Density functional theory data (ωB97M-V/def2-TZVPD) for the molecule C3H8ClN3.

Properties
Structure (SMILES): N/N=C/NCCCl
HOMO (eV): -8.51
Energy relative to the best compared isomer or geometry (same formula, charge and spin) (kcal per mole): 14.4
Strongest force on any atom (Eh/bohr): 0.06670
Orbital gap (eV): 9.499
Total charge: 0

Atoms and positions in Å:
C1 0.7690 -0.3868 -1.3792
C2 0.7140 -0.9597 0.9257
C3 0.4968 0.2630 1.6889
H1 0.8360 0.1557 -3.9789
H2 0.0782 1.5714 -3.5912
H3 1.8737 -0.4729 -1.4098
H4 -0.9053 -0.8319 -0.2170
H5 0.4609 -1.7909 1.6130
H6 1.8350 -1.1394 0.8076
H7 0.9584 0.2540 2.6496
H8 0.7919 1.1566 1.1027
N1 0.7170 0.8756 -3.2833
N2 0.0029 0.3210 -2.1571
N3 0.0556 -1.0661 -0.3518
Cl1 -1.3668 0.3932 2.1269

Mulliken population analysis, charges in e, atoms 1 to 5: C 0.00; C -0.78; C -0.42; H 0.24; H 0.26

=====

[2]
Density functional theory data (ωB97M-V/def2-TZVPD) for the molecule C3H8ClNO3S.

Properties
Structure (SMILES): NS(=O)(=O)OCCCCl
HOMO (eV): -10.69
Energy relative to the best compared isomer or geometry (same formula, charge and spin) (kcal per mole): 16.1
Strongest force on any atom (Eh/bohr): 0.10047
Orbital gap (eV): 11.086
Total charge: 0

Atoms and positions in Å:
C1 -0.1683 -0.1578 -0.9675
C2 1.1036 0.3642 -0.4234
C3 2.3178 -0.0946 -1.3044
H1 -3.6840 -0.0885 1.3382
H2 -2.9606 0.7643 2.5207
H3 -0.0224 -1.2039 -1.0808
H4 -0.2401 0.4491 -1.9269
H5 1.1816 1.4068 -0.5237
H6 1.4497 0.1580 0.6376
H7 2.5182 -1.2312 -1.3797
H8 2.1573 0.1717 -2.3659
N1 -2.8041 0.4488 1.6430
O1 -1.4525 -1.7946 1.3998
O2 -0.3500 0.3822 2.0694
O3 -1.3880 0.1170 -0.2711
S1 -1.3825 -0.3380 1.3369
Cl1 3.7242 0.6465 -0.7021

Mulliken population analysis, charges in e, atoms 1 to 5: C -0.61; C -0.55; C -0.47; H 0.28; H 0.27

=====

[3]
Density functional theory data (ωB97M-V/def2-TZVPD) for a structure of composition C3H8ClNS.

Properties
HOMO (eV): -9.11
Energy relative to the best compared isomer or geometry (same formula, charge and spin) (kcal per mole): 54.2
Strongest force on any atom (Eh/bohr): 0.12569
Orbital gap (eV): 9.709
Total charge: 0

Atoms and positions in Å:
C1 -0.9533 -0.3125 -1.4640
C2 1.4165 -0.0507 0.5767
C3 -1.1749 -0.0971 -0.0315
N1 -0.3227 -0.7638 0.7921
S1 -1.4739 1.7360 0.2394
Cl1 -2.8369 -0.8123 0.3797
H1 -1.5227 0.4594 -1.9398
H2 0.1673 -0.0167 -1.6073
H3 -1.1831 -1.3085 -1.8840
H4 1.5669 0.7929 1.3755
H5 1.8989 -0.9113 0.7439
H6 1.4878 0.4363 -0.4397
H7 -0.5234 -0.7342 1.8445
H8 -0.2069 2.0245 0.0519

Mulliken population analysis, charges in e, atoms 1 to 5: C -0.87; C -0.73; C 0.27; N -0.46; S -0.17

=====

[4]
Density functional theory data (ωB97M-V/def2-TZVPD) for a cluster of 2 separate species, C3H8ClOPS in total.

Properties
Structure (SMILES): OP(S)Cl.C=CC
HOMO (eV): -9.19
Energy relative to the best compared isomer or geometry (same formula, charge and spin) (kcal per mole): 36.5
Strongest force on any atom (Eh/bohr): 0.06281
Orbital gap (eV): 9.830
Total charge: 0

Atoms and positions in Å:
C1 -0.7713 -0.6625 1.2952
C2 1.4272 0.7112 1.0677
C3 0.6398 -0.3158 0.8363
O1 0.8993 0.7653 -2.1861
P1 -0.2154 -0.3864 -2.4283
S1 1.0867 -2.1417 -2.6967
Cl1 -0.6283 0.0668 -4.2486
H1 -1.0483 -1.6243 0.7857
H2 -0.8032 -0.8656 2.3268
H3 -1.4146 0.1441 0.8978
H4 0.4992 -2.9548 -1.7360
H5 2.2814 0.8292 0.3933
H6 1.2654 1.4915 1.7439
H7 0.9714 -0.9505 0.0086
H8 0.8725 1.1340 -1.2625

Mulliken population analysis, charges in e, atoms 1 to 5: C -0.88; C -1.01; C -0.12; O -0.45; P 0.39

=====

[5]
Density functional theory data (ωB97M-V/def2-TZVPD) for a cluster of 2 separate species, C3H8F2N2 in total.

Properties
HOMO (eV): -8.18
Energy relative to the best compared isomer or geometry (same formula, charge and spin) (kcal per mole): 50.8
Strongest force on any atom (Eh/bohr): 0.07932
Orbital gap (eV): 9.086
Total charge: 0

Atoms and positions in Å:
C1 -2.1159 1.0074 -0.0721
C2 1.6183 -0.9126 -0.7030
C3 -2.0103 -0.4575 -0.2259
N1 1.7024 -2.0092 0.1340
N2 2.0384 0.2881 -0.2773
F1 -3.0444 -0.9806 -0.8976
F2 -1.8437 -1.0645 1.0524
H1 -2.7384 1.1985 0.8123
H2 -2.6269 1.4771 -0.8771
H3 -1.0662 1.5842 -0.1599
H4 -1.0422 -0.5884 -0.8943
H5 2.3884 -2.0230 0.9170
H6 1.4307 -2.9287 -0.0985
H7 1.6436 1.0228 -0.7795
H8 2.2058 0.3676 0.7125

Mulliken population analysis, charges in e, atoms 1 to 5: C -0.97; C -0.30; C 0.65; N -0.25; N -0.34

=====

[6]
Density functional theory data (ωB97M-V/def2-TZVPD) for a structure of composition C3H8F2O2P.

Properties
HOMO (eV): -14.57
Energy relative to the best compared isomer or geometry (same formula, charge and spin) (kcal per mole): 50.3
Strongest force on any atom (Eh/bohr): 0.04597
Orbital gap (eV): 9.551
Total charge: +1

Atoms and positions in Å:
C1 -2.3682 1.8889 0.7477
C2 1.7132 -3.0910 1.1605
C3 -1.0136 2.0791 0.5831
O1 0.8377 -2.0776 0.6816
O2 0.0721 2.2933 0.4357
F1 -0.5493 -0.1931 1.4071
F2 0.4977 -0.1330 -0.6472
P1 1.0054 -0.5318 0.8458
H1 -2.6388 0.8447 0.5393
H2 -2.6549 2.1039 1.7860
H3 -2.9361 2.5427 0.0725
H4 1.1079 -3.8208 1.6985
H5 2.4806 -2.6858 1.8192
H6 2.1841 -3.5721 0.3036
H7 1.1588 1.8471 -5.5102
H8 1.1034 2.5054 -5.9233

Mulliken population analysis, charges in e, atoms 1 to 5: C -0.81; C -0.57; C 0.82; O -0.20; O -0.04

=====

[7]
Density functional theory data (ωB97M-V/def2-TZVPD) for the molecule C3H8FN3.

Properties
Structure (SMILES): [H]/N=C\NNCCF
HOMO (eV): -9.41
Energy relative to the best compared isomer or geometry (same formula, charge and spin) (kcal per mole): 13.8
Strongest force on any atom (Eh/bohr): 0.03594
Orbital gap (eV): 10.168
Total charge: 0

Atoms and positions in Å:
C1 1.5979 0.1722 0.6764
C2 1.1685 -1.0849 -0.1000
C3 -1.9677 0.2589 0.2671
H1 0.7919 0.5879 1.3405
H2 2.5801 0.0691 1.1411
H3 1.9344 -1.2756 -0.8636
H4 1.2053 -1.9395 0.5756
H5 -0.3697 -1.5695 -1.3650
H6 -1.6881 -1.7064 0.5031
H7 -2.9158 0.1485 0.7852
H8 -0.7977 1.2533 -0.7620
N1 -0.1785 -0.8811 -0.6519
N2 -1.1624 -0.8839 0.3103
N3 -1.6480 1.3853 -0.2110
F1 1.7100 1.2236 -0.2831

Mulliken population analysis, charges in e, atoms 1 to 5: C -0.24; C -0.57; C -0.10; H 0.22; H 0.31

=====

[8]
Density functional theory data (ωB97M-V/def2-TZVPD) for the molecule C3H8FP.

Properties
Structure (SMILES): CC(C)PF
HOMO (eV): -9.51
Energy relative to the best compared isomer or geometry (same formula, charge and spin) (kcal per mole): 0.0
Strongest force on any atom (Eh/bohr): 0.01743
Orbital gap (eV): 10.457
Total charge: 0

Atoms and positions in Å:
C1 0.4608 -1.1714 -0.1572
C2 0.6806 1.1958 0.6774
C3 0.0946 0.2904 -0.4036
F1 -2.1567 -0.6087 0.6771
P1 -1.7701 0.4910 -0.4782
H1 0.0155 -1.8217 -0.9086
H2 1.5406 -1.3063 -0.1773
H3 0.0999 -1.4837 0.8213
H4 1.7642 1.0899 0.7112
H5 0.2791 0.9262 1.6535
H6 0.4403 2.2396 0.4817
H7 -1.9196 -0.4520 -1.5165
H8 0.4709 0.6109 -1.3809

Mulliken population analysis, charges in e, atoms 1 to 5: C -1.33; C -1.34; C 0.27; F -0.30; P 0.22